No. 1
ORCA calculation (ωB97M-V/def2-TZVPD) on a molecular structure, C31H38F6HgN4OP2.

```
83
Properties=species:S:1:pos:R:3:mulliken_charge:R:1
Hg -0.093 0.946 0.444 1.298
P 8.093 2.975 -1.246 -0.065
P 8.080 1.644 1.503 -0.280
F -3.923 0.867 0.834 -0.242
F -1.496 -2.772 2.885 -0.245
F -5.064 -0.756 1.765 -0.282
F -3.684 -2.795 3.000 -0.285
F -4.013 0.704 3.018 -0.250
F -2.533 -1.374 4.217 -0.251
O -1.492 -0.165 1.942 -1.074
N 8.095 -0.107 1.343 0.472
N 8.775 4.533 -1.739 0.315
N 7.991 2.405 -2.892 0.338
N 8.504 1.612 3.197 0.376
C 3.149 0.702 -0.454 -0.217
C -3.912 -0.015 1.887 0.551
C -1.303 1.794 -1.086 -1.333
C -2.595 -1.960 3.006 0.456
C 7.224 1.167 -4.628 -0.581
C 10.071 4.866 -2.141 -0.039
C 2.097 0.606 -1.523 -0.949
C 9.467 0.843 3.865 -0.099
C 9.017 2.326 -3.840 -0.104
C 9.184 -0.977 1.248 -0.092
C 2.115 -1.915 -1.771 -0.849
C 8.127 2.663 4.052 -0.414
C 6.936 -0.846 1.064 -0.495
C 8.821 2.538 5.243 -0.547
C 1.696 -0.855 1.036 -1.859
C 8.570 1.581 -4.921 -0.671
C 7.299 -2.156 0.787 -0.360
C -2.599 -0.913 1.801 1.123
C 1.627 -0.541 -2.041 0.021
C 9.763 1.979 0.775 -0.992
C 8.929 6.795 -1.755 -0.586
C 1.395 -2.722 -0.640 -0.856
C 6.896 1.674 -3.380 -0.415
C 1.150 -2.038 0.647 -0.249
C 9.670 2.103 -0.756 -0.645
C 8.072 5.728 -1.522 -0.453
C 10.200 6.250 -2.139 -0.814
C 8.725 -2.237 0.892 -1.116
C 9.670 1.381 5.128 -0.609
C -2.799 -1.751 0.536 -1.658
C 3.087 -0.413 0.602 -0.058
H -2.862 -1.106 -0.346 0.329
H -2.263 1.251 -1.023 0.276
H 9.631 1.105 -1.222 0.447
H 10.551 2.629 -1.153 0.441
H 10.508 1.220 1.056 0.406
H 3.655 -1.281 0.234 0.230
H 10.352 1.001 5.878 0.432
H 1.365 -0.407 1.990 1.098
H 6.594 0.558 -5.263 0.409
H 9.906 -0.023 3.397 0.258
H 4.157 0.673 -0.903 -0.092
H 10.186 -0.641 1.465 0.416
H 9.965 2.811 -3.669 0.216
H 3.202 -1.946 -1.609 0.353
H 3.617 -0.062 1.504 0.526
H 5.972 -0.360 1.115 0.312
H 9.142 1.350 -5.810 0.432
H 9.345 -3.108 0.721 0.432
H 10.791 4.105 -2.405 0.318
H 0.416 -3.060 -1.026 0.382
H 6.630 -2.972 0.536 0.441
H 3.053 1.671 0.060 0.376
H 7.390 3.376 3.714 0.365
H 0.802 -0.508 -2.757 0.381
H -3.726 -2.327 0.630 0.472
H 0.459 -2.558 1.321 0.496
H 8.748 3.192 6.102 0.405
H 7.035 5.689 -1.227 0.413
H -1.958 -2.433 0.393 0.283
H 10.077 2.938 1.218 0.505
H 11.100 6.800 -2.370 0.428
H 1.742 1.572 -1.895 0.594
H 1.901 -2.491 -2.685 0.457
H 2.000 -3.631 -0.472 0.316
H 5.996 1.616 -2.788 0.366
H -1.410 2.849 -0.807 0.411
H -0.835 1.653 -2.074 0.351
H 8.689 7.844 -1.657 0.403
```

Computed properties:
Kohn-Sham gap (eV): 7.502
Charge: 0
Energy above the lowest of the compared OMol25 structures with the same formula, charge and spin (eV): 0.000
Lowest unoccupied orbital energy (eV): -1.095

No. 2
ORCA calculation (ωB97M-V/def2-TZVPD) on a molecular structure, C21H27AlBeClF4N6O4S.

```
66
Properties=species:S:1:pos:R:3:mulliken_charge:R:1
Cl -1.875 -3.780 -3.027 -0.167
S -2.944 -3.977 -0.696 -0.043
Al 1.091 3.420 -2.866 0.720
F 1.274 5.063 -3.249 -0.357
F 2.468 2.550 -3.370 -0.456
F -0.282 2.796 -3.654 -0.446
F 0.907 3.217 -1.177 -0.421
O 1.332 6.792 -8.293 -0.296
O -1.822 -1.643 4.549 -0.563
O 1.208 -0.172 -1.860 -0.193
O 3.911 -1.087 4.377 -0.559
N 5.538 0.061 2.433 -0.580
N 0.316 -3.721 0.757 0.718
N 2.643 -1.435 -0.424 -1.368
N -0.580 -4.780 0.489 -1.202
N -3.661 -3.054 4.395 -0.213
N 1.763 -2.247 0.344 0.637
C -1.549 -4.412 -0.192 0.628
C 1.909 -0.742 -1.180 0.640
C -0.102 -3.483 3.224 -0.545
C 1.600 6.496 -5.963 -0.417
C -2.346 -2.616 4.057 0.132
C -4.827 -0.894 3.942 -0.115
C 1.556 -2.133 1.696 -0.332
C -4.678 -2.256 3.745 -0.179
C 3.634 -1.523 3.070 -0.219
C 0.952 5.458 -7.980 -0.387
C 1.900 7.408 -7.141 -0.384
C -6.723 -0.853 2.476 -0.345
C 0.588 -3.107 1.944 0.914
C 4.707 -1.062 2.033 -0.374
C -6.564 -2.206 2.248 -0.710
C -5.547 -2.889 2.883 -0.015
C 1.035 -3.184 -0.235 0.468
C 1.577 5.131 -6.636 -0.393
C 2.164 -1.196 2.675 -1.337
C -1.640 -3.442 3.014 -0.221
C -5.838 -0.205 3.315 -0.719
Be -0.771 -0.816 1.681 0.348
H 2.597 4.766 -6.778 0.249
H -5.443 -3.951 2.689 0.497
H 6.430 -0.221 2.804 0.251
H -4.146 -0.359 4.593 0.452
H 2.078 -0.159 2.328 0.538
H 1.581 -1.248 3.597 0.392
H 3.614 -0.173 4.462 0.382
H 0.188 -2.784 4.004 0.388
H 1.041 -3.430 -1.284 0.521
H -1.848 -2.933 2.063 0.041
H 1.276 4.794 -8.786 0.284
H 4.287 -0.837 1.055 0.244
H -3.758 -3.064 5.406 0.373
H 5.077 0.726 3.031 0.193
H -7.238 -2.720 1.577 0.400
H 0.617 6.726 -5.550 0.242
H -0.148 5.425 -7.931 0.277
H 1.483 8.412 -7.031 0.280
H 2.328 6.577 -5.160 0.361
H -7.531 -0.306 2.013 0.413
H 0.171 -4.500 3.502 0.358
H 3.688 -2.613 3.133 0.463
H -2.068 -4.434 2.905 0.504
H 1.022 4.378 -6.080 0.197
H -5.983 0.856 3.463 0.384
H 2.982 7.503 -7.313 0.271
H 5.374 -1.911 1.888 0.398
```

Computed properties:
Kohn-Sham gap (eV): 1.143
Charge: +1
Lowest unoccupied orbital energy (eV): -9.291